DFT (ωB97M-V/def2-TZVPD) results for a cluster of 12 separate species, C48H87N9O6S3 in total.

## Properties
Relative energy (zero: lowest compared OMol25 entry of this formula, charge and spin), eV: 0.000

Atoms and positions in Å:
S (0.88, 0.48, -6.53)
S (1.25, 0.92, 5.09)
S (-3.54, 1.42, 2.44)
O (0.38, 1.72, -5.97)
O (0.26, 1.41, 5.99)
O (-0.01, -0.67, -6.60)
O (1.49, -0.47, 4.97)
O (-2.46, 0.49, 2.36)
O (-4.05, 1.89, 1.18)
N (-1.46, -5.75, 1.65)
N (1.84, 5.19, 0.15)
N (-3.93, 5.44, 0.91)
N (-3.69, -1.86, 5.53)
N (-2.42, -3.13, -3.52)
N (3.94, -2.39, -3.89)
N (0.61, -2.68, 1.14)
N (-0.12, 2.30, 0.33)
N (3.11, 0.30, -0.21)
C (-1.86, -5.08, 0.81)
C (1.46, -2.77, 1.89)
C (0.86, 5.46, 0.69)
C (0.15, 5.75, 3.04)
C (-2.68, -2.73, 0.42)
C (2.41, 0.02, -5.76)
C (-3.08, 2.81, 3.50)
C (-1.41, -2.24, 4.34)
C (2.77, -3.86, 3.81)
C (-0.23, 5.87, 1.54)
C (2.16, -3.99, -1.47)
C (-1.47, -3.64, -5.94)
C (-1.55, 4.66, -1.98)
C (-2.50, 3.54, -1.51)
C (-2.71, -1.98, 4.95)
C (3.02, 1.26, -0.80)
C (-2.68, -4.13, -6.75)
C (-0.68, -0.73, -1.56)
C (2.86, -2.67, -1.54)
C (1.06, 1.62, 3.41)
C (-0.85, 0.17, -2.79)
C (2.98, -5.18, 3.02)
C (-0.66, -3.28, 5.18)
C (1.60, 0.78, -8.13)
C (2.29, 2.52, 3.13)
C (-0.29, -2.77, 6.56)
C (-2.00, -3.26, -4.56)
C (2.87, -0.01, -8.17)
C (3.07, -5.22, -1.32)
C (-2.44, -4.11, -0.21)
C (1.12, 6.90, 3.46)
C (3.92, 3.40, -1.93)
C (-4.95, 0.95, 3.48)
C (4.83, 2.71, -3.01)
C (2.78, 1.80, 5.29)
C (-3.94, 4.85, -0.07)
C (-3.74, -2.74, 1.56)
C (-4.91, 1.83, 4.72)
C (-3.23, -5.53, -6.28)
C (-4.38, 3.21, 4.16)
C (-3.93, 4.01, -1.24)
C (3.41, 1.88, 3.94)
C (3.44, -2.45, -2.86)
C (2.63, -2.72, 2.79)
C (-0.44, 1.23, 0.00)
C (-1.19, -0.03, -0.31)
C (2.77, 2.50, -1.51)
C (3.54, 0.14, -6.76)
H (-4.98, 3.83, 3.55)
H (0.96, 0.78, 2.80)
H (2.17, -5.26, 2.33)
H (-4.56, 3.15, -1.05)
H (-1.15, -2.39, 7.08)
H (-0.86, -1.27, 4.29)
H (-1.13, -0.62, 0.62)
H (5.36, 1.92, -2.46)
H (-3.59, -3.47, -6.80)
H (-0.79, 5.70, 3.58)
H (2.17, 2.28, -2.41)
H (3.72, 0.97, 3.40)
H (2.19, -1.82, -1.27)
H (4.31, 2.50, 4.00)
H (4.23, -0.70, -6.60)
H (3.51, 0.47, -8.91)
H (0.14, -3.57, 7.17)
H (-1.15, 5.30, 1.40)
H (-2.00, 5.58, -1.62)
H (2.11, 2.94, -0.84)
H (-2.73, 3.50, 2.74)
H (1.52, -4.19, -2.35)
H (0.58, 4.76, 3.27)
H (3.20, -6.02, 3.63)
H (3.33, 1.10, 6.02)
H (2.57, -1.73, 3.22)
H (-1.88, 0.39, -3.00)
H (2.49, 2.70, 5.80)
H (1.94, 6.96, 2.75)
H (3.67, -5.38, -2.20)
H (-1.38, -1.59, -1.71)
H (2.81, -1.08, -8.53)
H (0.11, 2.13, 3.33)
H (-4.92, -0.11, 3.66)
H (3.72, -2.64, -0.85)
H (1.95, 3.51, 3.49)
H (4.13, 1.11, -6.63)
H (-2.54, 2.82, -2.30)
H (-3.83, -1.81, 2.12)
H (-3.44, -3.50, 2.28)
H (-0.68, -4.38, -5.89)
H (-3.48, -5.33, -5.23)
H (-5.76, 1.15, 2.80)
H (3.91, -5.11, 2.39)
H (-4.76, -3.02, 1.25)
H (2.50, -6.11, -1.14)
H (-2.22, 0.35, -0.47)
H (-0.45, -0.41, -3.63)
H (1.95, -3.82, 4.54)
H (2.17, -0.99, -5.48)
H (0.45, -1.98, 6.47)
H (-2.56, -6.42, -6.20)
H (2.61, 2.47, 2.07)
H (-2.97, -2.11, -0.43)
H (0.81, 0.58, -8.82)
H (-1.60, -2.62, 3.36)
H (3.46, 4.31, -2.28)
H (-4.28, 4.56, -2.11)
H (-0.30, 1.16, -2.65)
H (0.57, 7.82, 3.43)
H (3.76, -5.16, -0.49)
H (-1.74, -2.35, 0.78)
H (-5.97, 2.08, 5.08)
H (-1.13, -2.81, -6.57)
H (-2.37, 2.43, 4.25)
H (-1.50, 4.71, -3.13)
H (-2.14, 3.11, -0.60)
H (5.52, 3.45, -3.40)
H (1.87, 1.79, -8.13)
H (-0.52, 4.57, -1.66)
H (-1.58, -3.93, -0.84)
H (-2.31, -4.26, -7.78)
H (-4.40, 1.32, 5.51)
H (3.51, -2.82, 2.13)
H (0.32, -1.20, -1.37)
H (1.45, -3.98, -0.64)
H (2.42, 0.65, -4.88)
H (-3.25, -4.50, -0.83)
H (-4.17, 3.86, 5.05)
H (3.65, -3.66, 4.44)
H (4.53, 3.77, -1.06)
H (-0.39, 6.90, 1.27)
H (0.30, -3.55, 4.74)
H (4.27, 2.28, -3.82)
H (1.68, 6.64, 4.38)
H (-4.15, -5.77, -6.80)
H (-1.25, -4.26, 5.20)

DFT (ωB97M-V/def2-TZVPD) results for a cluster of 15 separate species, C48H89Br6F2N8O26S2 in total.

## Properties
Charge: -3

Atoms and positions in Å:
Br (-2.73, -2.52, 5.54)
Br (-0.98, 0.78, -8.54)
Br (-2.59, 6.71, -0.32)
Br (-1.83, 3.27, 2.83)
Br (-3.51, -3.59, 10.15)
Br (0.87, 0.97, -5.51)
S (1.03, -1.57, 6.41)
S (0.64, 0.71, 6.18)
F (1.68, 1.89, 6.04)
F (2.28, -2.51, 6.59)
O (3.98, -2.71, -3.01)
O (-5.60, 1.80, -1.29)
O (-2.65, 1.84, -4.20)
O (5.08, -3.65, 0.84)
O (-5.61, -4.18, 0.51)
O (-5.31, -5.97, -5.89)
O (6.42, 0.42, -2.64)
O (-0.20, -5.65, 3.88)
O (3.79, 0.79, 3.68)
O (3.78, 5.80, 2.77)
O (0.37, -1.74, 7.71)
O (0.02, 1.05, 7.44)
O (-1.84, -4.53, 3.09)
O (-5.98, -0.03, 3.92)
O (-0.12, 0.87, 4.96)
O (4.17, -1.33, -0.37)
O (-0.93, -5.16, -3.04)
O (-5.12, -4.87, 2.55)
O (3.05, -4.04, -0.99)
O (-4.18, -5.66, -7.65)
O (-2.13, -1.38, -1.74)
O (0.08, -3.61, -5.55)
O (-3.92, 0.40, 3.83)
O (-2.09, 2.70, -2.24)
O (4.80, -1.47, 4.98)
O (0.43, -2.07, 5.17)
N (-4.41, -5.40, -6.49)
N (-2.05, 2.63, -3.42)
N (1.94, -0.40, 6.16)
N (-1.03, -1.14, 1.06)
N (-5.49, -4.03, 1.73)
N (5.35, 0.99, -3.31)
N (-5.03, 0.76, 3.88)
N (-1.34, -5.29, 3.89)
C (-2.71, -2.96, 8.48)
C (3.05, 1.22, -2.30)
C (5.27, 7.41, 3.53)
C (-1.77, -1.79, -3.05)
C (-3.70, -3.01, 7.32)
C (-5.90, -2.74, 2.23)
C (-2.20, -5.92, 4.88)
C (4.00, 3.07, -4.66)
C (0.99, -4.77, -2.02)
C (4.32, 3.19, -3.16)
C (-5.04, 2.42, -0.08)
C (-5.23, 2.18, 4.33)
C (0.31, -1.82, 0.80)
C (5.03, 2.06, -0.95)
C (4.63, -1.44, 3.66)
C (4.09, -0.25, 2.95)
C (2.85, -3.22, -3.22)
C (-2.31, -1.90, 0.56)
C (3.00, 5.02, 1.88)
C (2.26, 4.04, 2.76)
C (4.44, -0.17, -5.31)
C (4.87, -2.63, 1.57)
C (0.69, -3.68, -4.37)
C (-0.69, -0.63, -7.29)
C (0.22, 1.08, 0.72)
C (4.95, -2.57, 3.01)
C (-1.14, -0.92, 2.59)
C (4.47, 1.85, -2.44)
C (-4.93, 0.74, -1.96)
C (2.29, -4.09, -1.93)
C (-1.43, 4.88, 1.69)
C (-1.09, 3.62, -4.01)
C (1.94, -3.16, -4.37)
C (-5.41, -0.59, -1.38)
C (5.44, 0.92, -4.89)
C (0.23, -4.60, -3.14)
C (-3.38, -4.59, -5.72)
C (-2.27, -2.50, -0.87)
C (4.61, 6.85, 2.29)
C (-5.96, 3.57, 0.43)
C (0.67, -0.54, -6.81)
C (0.41, -3.24, 1.40)
C (-0.98, 0.31, 0.36)
C (7.00, 0.72, -5.21)
C (-2.60, 5.95, 1.54)
C (4.25, -1.34, 0.83)
C (5.14, 2.37, -5.42)
C (3.93, -0.15, 1.64)
H (2.29, -2.61, -5.23)
H (-1.80, -0.95, -3.74)
H (1.64, 3.31, 2.24)
H (-1.56, -3.32, -0.88)
H (5.22, -3.45, 3.57)
H (3.50, 3.82, -2.81)
H (-0.23, -0.59, 3.09)
H (-3.08, -1.16, 0.80)
H (-3.75, -4.62, -4.70)
H (-3.98, 2.59, -0.23)
H (-5.20, -0.79, -0.33)
H (-5.31, -1.98, 1.73)
H (-4.56, -2.39, 7.57)
H (-3.21, -6.08, 4.51)
H (1.09, 0.80, 0.13)
H (-2.39, 6.84, 2.14)
H (-6.98, 3.24, 0.59)
H (-3.12, -3.60, -6.10)
H (3.44, 0.03, -4.95)
H (3.93, 7.51, 1.76)
H (-3.21, -2.90, -1.26)
H (-5.52, -2.71, 3.25)
H (-5.16, 0.79, -3.02)
H (4.69, 2.32, -6.41)
H (-1.91, 0.83, 0.57)
H (5.23, 3.77, -3.03)
H (-1.79, -0.05, 2.75)
H (-0.51, 5.33, 2.07)
H (-3.93, -4.06, 7.19)
H (1.25, -3.85, 1.05)
H (3.55, 0.74, 1.16)
H (-0.32, 3.83, -3.27)
H (0.64, -3.07, 2.45)
H (5.96, 2.63, -0.99)
H (-1.20, 4.45, 0.72)
H (-6.97, -2.55, 2.15)
H (-0.45, -3.87, 1.19)
H (2.55, 1.08, -3.26)
H (-1.31, -0.42, -6.42)
H (0.39, -1.72, -0.28)
H (-5.19, 1.68, 0.71)
H (-0.63, 3.30, -4.95)
H (3.04, 2.63, -4.94)
H (-0.92, 0.13, -0.71)
H (2.28, 5.68, 1.39)
H (7.37, -0.27, -4.95)
H (4.33, 2.51, -0.24)
H (-0.78, -2.24, -3.06)
H (-5.59, 3.86, 1.41)
H (5.83, 8.29, 3.22)
H (-3.62, 5.69, 1.80)
H (0.09, 2.14, 0.52)
H (-5.51, 2.66, 3.39)
H (-1.76, 4.46, -4.21)
H (-1.71, -6.79, 5.32)
H (-2.35, -5.24, 5.71)
H (-1.62, -1.73, 3.13)
H (7.62, 1.47, -4.72)
H (7.15, 0.86, -6.28)
H (3.04, 3.42, 3.20)
H (1.49, -0.43, -7.52)
H (-5.99, 2.22, 5.10)
H (-2.33, -1.95, 8.59)
H (6.06, 2.93, -5.60)
H (-2.46, -2.50, -3.51)
H (0.65, -5.44, -1.24)
H (3.08, 0.30, -1.71)
H (5.96, 6.71, 3.99)
H (2.52, 1.94, -1.69)
H (5.37, 6.49, 1.59)
H (3.63, 4.46, 1.19)
H (-4.31, 2.66, 4.68)
H (4.51, 7.72, 4.25)
H (3.97, 4.08, -5.06)
H (1.18, -1.20, 1.04)
H (4.39, -0.21, -6.40)
H (-5.14, -1.49, -1.93)
H (4.61, -1.17, -4.91)
H (-2.51, -2.64, 1.33)
H (-5.94, 4.44, -0.23)
H (0.91, -1.43, -6.22)
H (-2.46, -5.16, -5.77)
H (-1.06, -1.53, -7.79)
H (0.41, 1.07, 1.80)
H (-6.49, -0.45, -1.43)
H (-3.85, 0.72, -1.78)
H (1.58, 4.44, 3.51)
H (5.27, 1.10, -0.50)
H (-1.77, -3.44, 8.21)

| no. | largest force on an atom (eV/Å) | orbital gap (eV) |
| --- | --- | --- |
| 1 | 4.933 | 10.80 |
| 2 | 7.610 | 2.32 |